Here is a structure of composition C27H35AlF4N7O4SSe from the Open Molecules 2025 dataset. Energies are from the ωB97M-V functional and the def2-TZVPD basis.

M, g mol⁻¹: 735.62
Orbital gap, eV: 8.6
ΔE to the lowest compared entry with this formula, charge and spin, kcal/mol: 7.7

```
! wB97M-V def2-TZVPD RIJCOSX def2/J DEFGRID3
* xyz 1 1
Al -0.35969 0.37923 1.05501
C 2.40438 0.31876 2.20562
N 1.06326 -0.08970 2.67675
C 1.17937 -1.41041 3.31867
C 0.51365 0.83866 3.67829
C 0.36087 2.22607 3.04433
N -0.05988 2.11027 1.62614
C 0.46712 3.06891 0.81228
C 1.18753 2.76857 -0.34619
F 1.40470 1.44536 -0.61821
C 1.61838 3.74158 -1.23457
F 2.20842 3.37516 -2.38426
C 1.39920 5.06433 -0.95416
C 0.78943 5.41258 0.23489
F 0.61653 6.69505 0.56802
C 0.29536 4.43420 1.08098
F -0.44851 4.76688 2.13999
H 3.15202 0.23663 3.01025
H 2.67897 -0.33206 1.38277
H 2.40476 1.33310 1.84358
H 1.83310 -1.33751 4.20151
H 0.20961 -1.72123 3.65936
H 1.60021 -2.10293 2.60418
H -0.43679 0.43229 3.97835
H 1.15155 0.91179 4.58676
H -0.35870 2.78309 3.62861
H 1.27425 2.82094 3.09660
H 1.73508 5.82199 -1.67273
O -1.96574 -1.78278 3.48769
C -2.15515 -1.50925 2.32519
O -1.76737 -0.35601 1.77432
C -2.76728 -2.52591 1.41439
C -2.93163 -3.82326 1.87333
C -3.31601 -4.84937 1.02593
C -3.59855 -4.61748 -0.29816
C -3.46121 -3.30160 -0.71741
C -3.09068 -2.22807 0.08802
N -3.70865 -3.02504 -2.17612
O -3.33884 -1.95011 -2.61392
O -4.24310 -3.90970 -2.81238
H -2.72865 -4.04213 2.90215
H -3.48388 -5.85096 1.39840
H -3.84938 -5.42930 -0.97561
H -3.04687 -1.23035 -0.30522
C -0.75228 2.00906 -3.94340
N -1.29946 2.98366 -2.98442
C -1.53339 4.32177 -3.19564
C -2.03106 4.82337 -2.06580
N -2.11439 3.77314 -1.15496
C -2.79263 3.81022 0.15180
C -1.63586 2.64972 -1.71693
Se -1.71760 0.88683 -1.09493
H -0.51445 2.52335 -4.86324
H -1.50062 1.23150 -4.10879
H 0.16386 1.60117 -3.54828
H -1.30005 4.81901 -4.11295
H -2.34818 5.80786 -1.83828
H -3.66074 3.15423 0.08755
H -3.07853 4.83731 0.37211
H -2.13414 3.40556 0.89325
C 2.76345 -4.50286 -1.30437
N 2.08012 -3.62943 -0.29269
C 1.47557 -4.39462 0.79260
C 1.69603 -2.37542 -0.61252
S 0.15135 -1.83382 -0.07846
N 2.49539 -1.67952 -1.43346
C 1.97518 -0.71770 -2.38960
C 3.94461 -1.89946 -1.45919
H 2.19017 -5.42340 -1.34107
H 3.78678 -4.71918 -0.99376
H 2.77949 -4.03947 -2.28989
H 2.18852 -5.10111 1.20486
H 0.59873 -4.92364 0.40310
H 1.12540 -3.72315 1.59100
H 0.92592 -0.49108 -2.17682
H 2.08144 -1.13276 -3.39045
H 2.56235 0.21541 -2.37609
H 4.25774 -2.50789 -0.58415
H 4.43774 -0.92626 -1.39502
H 4.30231 -2.39266 -2.36457
*
```